1.
The following is a DFT calculation (the ωB97M-V functional and the def2-TZVPD basis) of 7 unconnected molecules or ions with the total composition C64H57BBr2N3O18S2.

Computed properties:
* LUMO energy: -0.0163 hartree
* gap between HOMO and LUMO: 3.74 eV
* total energy: -271017.4629 eV

The geometry in ORCA input format:
```
! RIJCOSX wB97M-V def2-TZVPD def2/J DEFGRID3
* xyz -1 1
C -0.016 -1.208 6.197
C -0.344 -0.258 5.059
B -0.098 -0.850 3.543
C 1.384 -0.255 3.170
C 2.418 -1.317 2.476
C 3.194 -0.470 1.260
S 4.001 1.132 1.919
C 3.413 2.509 0.745
S 3.887 2.338 -0.900
N 2.566 3.693 1.162
C 1.348 3.775 2.077
C 0.868 5.352 2.091
N 1.769 6.177 1.170
C 2.776 5.135 0.653
O -1.098 -0.540 2.470
C -2.240 -1.514 2.406
C -3.283 -0.662 3.408
O -3.098 0.779 3.181
C -4.361 1.528 3.224
C -5.707 1.236 2.328
C -7.091 2.128 2.368
C -8.379 1.780 1.383
C -7.184 3.400 3.398
C -5.867 3.738 4.315
C -4.452 2.849 4.247
C -3.228 3.372 5.203
C -3.068 2.512 6.596
C -1.800 3.531 4.358
C -3.156 -1.589 1.054
C -3.097 -0.281 0.078
O -4.254 0.047 -0.564
O -1.930 0.554 -0.235
C -1.481 -2.825 2.950
N -2.391 -3.379 4.066
C -3.517 -3.985 3.508
O -4.467 -4.847 3.086
C -0.803 -3.996 2.085
Br -0.718 -5.921 2.783
C -0.114 -3.889 0.745
C 0.556 -5.207 -0.039
Br 0.086 -2.143 -0.170
O -0.312 -2.296 3.732
H 0.820 -0.957 6.980
H -0.619 -2.224 6.339
H -0.740 0.814 5.318
H 1.857 0.188 4.164
H 1.198 0.678 2.450
H 3.275 -1.526 3.279
H 1.939 -2.317 2.103
H 4.070 -1.072 0.770
H 2.359 -0.116 0.519
H 0.853 2.875 2.654
H -0.057 5.750 2.721
H 3.618 5.502 -0.095
H -3.024 -0.849 4.558
H -4.403 -1.035 3.289
H -5.685 0.322 1.599
H -9.363 2.302 1.768
H -8.126 2.301 0.339
H -8.495 0.635 1.167
H -8.129 4.081 3.510
H -5.904 4.658 5.071
H -3.500 4.485 5.539
H -2.097 1.864 6.669
H -4.032 1.854 6.767
H -3.014 3.290 7.491
H -1.485 4.676 4.371
H -0.912 2.933 4.836
H -1.972 3.223 3.221
H -2.764 -2.534 0.437
H -4.306 -1.833 1.263
H -2.097 1.479 0.111
H -0.230 -6.101 -0.129
H 0.789 -4.893 -1.165
H 1.572 -5.546 0.431
C 4.366 -4.996 -3.009
C 4.821 -4.351 -4.088
C 4.425 -2.958 -4.370
O 4.838 -2.367 -5.359
C 3.509 -2.304 -3.414
C 3.054 -2.949 -2.336
C 3.450 -4.343 -2.053
O 3.036 -4.933 -1.065
H 4.646 -6.019 -2.787
H 5.494 -4.817 -4.798
H 3.229 -1.282 -3.636
H 2.381 -2.484 -1.625
C 7.070 0.266 0.400
C 7.787 1.380 0.223
C 9.208 1.322 -0.173
O 9.866 2.341 -0.333
C 9.805 -0.015 -0.368
C 9.088 -1.129 -0.191
C 7.667 -1.070 0.205
O 7.009 -2.089 0.365
H 6.027 0.291 0.691
H 7.363 2.367 0.362
H 10.848 -0.040 -0.659
H 9.511 -2.116 -0.330
C 0.865 -4.422 -9.157
C 1.394 -5.485 -8.542
C 2.706 -5.406 -7.870
O 3.193 -6.378 -7.309
C 3.410 -4.108 -7.902
C 2.880 -3.046 -8.517
C 1.568 -3.125 -9.189
O 1.082 -2.152 -9.750
H -0.096 -4.463 -9.655
H 0.891 -6.443 -8.509
H 4.371 -4.067 -7.404
H 3.384 -2.087 -8.550
C -1.474 -0.997 -8.680
C -1.900 0.194 -9.112
C -2.522 1.165 -8.190
O -2.914 2.254 -8.584
C -2.652 0.770 -6.773
C -2.225 -0.421 -6.342
C -1.604 -1.392 -7.264
O -1.211 -2.482 -6.870
H -1.016 -1.722 -9.344
H -1.811 0.498 -10.148
H -3.109 1.494 -6.110
H -2.314 -0.726 -5.306
C 0.474 4.750 -8.957
C 0.394 3.422 -8.830
C 1.452 2.653 -8.147
O 1.380 1.437 -8.032
C 2.601 3.407 -7.608
C 2.681 4.735 -7.736
C 1.623 5.505 -8.419
O 1.694 6.721 -8.534
H -0.293 5.329 -9.456
H -0.443 2.854 -9.219
H 3.368 2.828 -7.109
H 3.518 5.303 -7.347
C -3.314 1.419 12.084
C -2.741 0.934 10.979
C -3.548 0.550 9.803
O -3.025 0.104 8.791
C -5.011 0.725 9.897
C -5.584 1.210 11.002
C -4.777 1.594 12.178
O -5.301 2.040 13.189
H -2.737 1.705 12.956
H -1.669 0.801 10.894
H -5.588 0.439 9.025
H -6.656 1.343 11.087
*
```

2.
The following is a DFT calculation (the ωB97M-V functional and the def2-TZVPD basis) of 2 unconnected molecules or ions with the total composition CH3IO2.

Computed properties:
* ΔE to the lowest compared entry with this formula, charge and spin: 107.2 kJ/mol
* LUMO energy (alpha / beta): 0.0191 / -0.0999 hartree
* gap between HOMO and LUMO (alpha / beta): 6.72 / 6.83 eV
* total energy: -13275.5337 eV

The geometry in ORCA input format:
```
! RIJCOSX wB97M-V def2-TZVPD def2/J DEFGRID3
* xyz 0 3
C 0.272 -0.297 0.400
O -0.501 -1.131 -0.249
O -0.433 1.555 -0.080
I 2.292 -0.121 -0.101
H 0.058 -0.231 1.457
H -0.324 -1.164 -1.203
H -1.364 1.389 -0.223
*
```

3.
The following is a DFT calculation (the ωB97M-V functional and the def2-TZVPD basis) of 3 unconnected molecules or ions with the total composition C36H60BF3N3O5S.

Computed properties:
* LUMO energy: -0.0756 hartree
* gap between HOMO and LUMO: 8.91 eV
* total energy: -72671.7212 eV

The geometry in ORCA input format:
```
! RIJCOSX wB97M-V def2-TZVPD def2/J DEFGRID3
* xyz 1 1
C 1.490 -2.818 4.760
C 2.180 -2.044 3.658
O 1.353 -1.894 2.493
C 0.251 -1.113 2.718
N -0.399 -0.838 1.375
C -1.862 -0.488 1.734
C -2.219 0.548 2.807
C -3.287 1.549 2.318
C -4.643 0.838 2.327
C -3.330 2.802 3.194
C -4.260 3.896 2.643
C -3.951 4.239 1.208
C -2.932 5.003 0.804
C -2.576 5.156 -0.645
C -2.122 5.829 1.772
C -0.562 -2.207 0.696
C 0.571 -2.743 -0.162
C 1.818 -1.888 -0.366
C 2.325 -2.113 -1.801
F 2.204 -3.477 -2.071
C 3.768 -1.669 -2.035
C 3.924 -0.381 -2.861
C 1.713 -0.364 -0.127
B 3.134 0.134 0.475
O 3.714 1.238 -0.101
O 3.859 -0.578 1.361
C 5.186 -0.096 1.720
C 5.798 -0.947 2.821
C 0.366 0.172 0.474
C 0.462 1.604 1.084
C 1.325 1.851 2.339
C 2.187 3.109 2.286
F 3.216 2.973 3.206
S -0.709 0.474 -1.040
O -0.917 -0.696 -1.816
O -1.787 1.344 -0.718
F 0.325 1.360 -1.801
H 0.745 -2.226 5.293
H 2.227 -3.140 5.492
H 0.994 -3.698 4.351
H 3.061 -2.565 3.296
H 2.499 -1.058 4.002
H -0.536 -1.634 3.273
H 0.468 -0.184 3.233
H -2.380 -0.281 0.807
H -2.222 -1.464 2.054
H -1.358 1.063 3.222
H -2.668 -0.001 3.635
H -3.066 1.842 1.294
H -4.768 0.259 3.243
H -5.462 1.554 2.289
H -4.777 0.173 1.473
H -3.659 2.509 4.196
H -2.321 3.209 3.304
H -4.174 4.787 3.268
H -5.290 3.554 2.726
H -4.624 3.846 0.453
H -2.661 6.188 -0.988
H -3.206 4.532 -1.276
H -1.536 4.853 -0.798
H -2.750 6.604 2.213
H -1.298 6.330 1.267
H -1.699 5.248 2.591
H -1.467 -2.128 0.101
H -0.788 -2.876 1.521
H 0.894 -3.700 0.237
H 0.152 -2.960 -1.142
H 2.602 -2.266 0.286
H 1.668 -1.588 -2.504
H 4.254 -2.498 -2.546
H 4.279 -1.570 -1.075
H 4.547 0.352 -2.352
H 4.411 -0.580 -3.813
H 2.964 0.086 -3.086
H 1.777 0.087 -1.113
H 3.173 1.683 -0.761
H 5.084 0.941 2.014
H 5.797 -0.139 0.821
H 5.981 -0.358 3.718
H 6.749 -1.372 2.512
H 5.130 -1.758 3.094
H 0.830 2.255 0.290
H -0.553 1.949 1.259
H 0.670 1.995 3.198
H 1.985 1.020 2.579
H 1.617 3.991 2.561
H 2.625 3.284 1.309
N -3.197 -4.341 -3.710
C -1.976 -4.202 -3.200
C -1.168 -5.268 -2.836
C -1.653 -6.556 -3.011
C -2.922 -6.715 -3.542
C -3.651 -5.580 -3.875
H -1.626 -3.180 -3.081
H -0.178 -5.091 -2.433
H -1.054 -7.416 -2.741
H -3.345 -7.697 -3.700
H -4.646 -5.672 -4.295
N -0.374 2.469 -6.560
C -0.441 1.969 -5.330
C -0.441 0.610 -5.052
C -0.373 -0.283 -6.110
C -0.305 0.225 -7.397
C -0.308 1.603 -7.567
H -0.498 2.695 -4.525
H -0.494 0.264 -4.030
H -0.376 -1.352 -5.936
H -0.253 -0.429 -8.256
H -0.255 2.032 -8.561
*
```

4.
The following is a DFT calculation (the ωB97M-V functional and the def2-TZVPD basis) of a molecular structure, C37H48N4PS5Zr.

Computed properties:
* ΔE to the lowest compared entry with this formula, charge and spin: 172.2 kJ/mol
* LUMO energy: -0.1034 hartree
* gap between HOMO and LUMO: 6.42 eV
* total energy: -109853.5634 eV

The geometry in ORCA input format:
```
! RIJCOSX wB97M-V def2-TZVPD def2/J DEFGRID3
* xyz 1 1
Zr -0.225 1.351 -0.096
S 0.685 3.653 0.754
C -0.321 4.045 2.159
C -0.430 5.373 2.591
C -1.097 5.704 3.757
C -1.678 4.717 4.550
C -1.583 3.398 4.149
C -0.934 3.081 2.955
S -0.928 1.360 2.472
C -2.728 1.075 2.259
C -3.184 0.469 0.959
C -4.502 0.045 0.860
C -5.003 -0.298 -0.378
C -4.158 -0.264 -1.477
C -2.837 0.076 -1.292
C -1.857 -0.041 -2.424
S -0.932 1.506 -2.729
C -2.328 2.568 -2.982
C -2.853 2.594 -4.277
C -4.012 3.299 -4.529
C -4.625 3.978 -3.475
C -4.092 3.952 -2.202
C -2.912 3.243 -1.907
S -2.177 3.376 -0.334
N -2.366 0.464 -0.088
H 0.030 6.147 1.990
H -1.160 6.743 4.057
H -2.183 4.971 5.472
H -2.012 2.610 4.758
H -3.171 2.068 2.341
H -3.074 0.464 3.091
H -5.131 0.042 1.741
H -6.041 -0.583 -0.490
H -4.507 -0.520 -2.468
H -2.362 -0.321 -3.345
H -1.106 -0.777 -2.150
H -2.347 2.065 -5.078
H -4.426 3.333 -5.528
H -5.530 4.544 -3.658
H -4.572 4.499 -1.400
N 6.988 0.788 -1.238
C 6.401 1.864 -0.695
S 7.144 3.262 -0.295
C 4.919 1.687 -0.507
C 4.347 1.763 0.753
C 2.978 1.657 0.872
N 2.170 1.428 -0.173
C 2.737 1.346 -1.382
C 4.095 1.478 -1.599
H 7.978 0.814 -1.420
H 6.479 -0.063 -1.410
H 4.956 1.955 1.625
H 2.507 1.772 1.836
H 2.075 1.175 -2.223
H 4.489 1.441 -2.607
C 1.767 -1.218 2.512
C 2.064 -2.213 1.372
C 3.365 -1.720 0.714
C 2.361 -3.562 2.046
P 0.653 -2.156 0.112
N 0.221 -0.624 -0.147
C -0.782 -3.124 0.813
C -0.617 -4.652 0.848
C -1.070 -2.637 2.246
C -2.061 -2.813 0.021
C 1.180 -2.939 -1.521
C -0.022 -3.330 -2.401
C 2.024 -4.220 -1.389
C 1.960 -1.905 -2.349
H 2.706 -0.998 3.025
H 1.080 -1.618 3.252
H 1.359 -0.278 2.150
H 4.076 -1.509 1.516
H 3.225 -0.805 0.154
H 3.825 -2.453 0.059
H 3.230 -3.411 2.695
H 2.611 -4.364 1.358
H 1.554 -3.901 2.689
H 0.291 -5.002 1.327
H -0.669 -5.102 -0.141
H -1.458 -5.053 1.421
H -0.383 -3.052 2.980
H -2.075 -2.971 2.517
H -1.049 -1.549 2.330
H -2.021 -3.103 -1.025
H -2.312 -1.760 0.083
H -2.875 -3.376 0.486
H -0.590 -4.167 -2.008
H 0.384 -3.644 -3.366
H -0.710 -2.512 -2.598
H 1.521 -5.006 -0.831
H 3.001 -4.062 -0.949
H 2.192 -4.603 -2.400
H 1.378 -0.996 -2.491
H 2.154 -2.337 -3.335
H 2.918 -1.632 -1.915
*
```

5.
The following is a DFT calculation (the ωB97M-V functional and the def2-TZVPD basis) of C4H4O in the gas phase.

Computed properties:
* ΔE to the lowest compared entry with this formula, charge and spin: 260.2 kJ/mol
* structure (SMILES): O=C1[C@H]2C[C@@H]12
* LUMO energy: 0.0259 hartree
* gap between HOMO and LUMO: 10.39 eV
* total energy: -6256.6829 eV

The geometry in ORCA input format:
```
! RIJCOSX wB97M-V def2-TZVPD def2/J DEFGRID3
* xyz 0 1
O -0.315 -1.864 -1.588
C -0.140 -0.999 -0.793
C 0.573 -0.456 0.389
C 0.449 0.957 0.157
C -0.823 0.264 -0.244
H 0.537 -0.947 1.389
H 0.363 1.788 0.820
H 1.089 1.172 -0.707
H -1.733 0.084 0.578
*
```